1.
70
Properties=species:S:1:pos:R:3:lowdin_charge:R:1 method="wB97M-V/def2-TZVPD" multiplicity=1 orbital_gap_ev="6.1 / 6.0" homo_energy_ha="-0.3894 / -0.3874" total_charge=+1
W 0.2571 0.2902 0.2068 1.558
C 3.5405 2.0577 0.0992 -0.019
C 3.4707 0.5824 0.2990 -0.343
C 4.4808 -0.3675 0.2282 0.053
C 3.8965 -1.5871 0.5555 -0.233
C 4.5157 -2.9392 0.6419 0.009
N 2.6045 -1.3623 0.8170 0.034
N 2.3284 -0.0333 0.6584 -0.121
B 1.4638 -2.2513 1.3722 -0.492
N 0.8078 -1.4877 2.5382 0.032
N 0.1980 -0.2808 2.3219 -0.062
C -0.2243 0.1743 3.5061 -0.289
C -0.9624 1.4587 3.6678 -0.002
C 0.1204 -0.7457 4.4955 0.041
C 0.7711 -1.7799 3.8498 -0.242
C 1.3571 -3.0257 4.4194 -0.003
N 0.3636 -2.4732 0.2803 0.031
N -0.6811 -1.5816 0.1669 -0.079
C -1.6405 -2.1667 -0.5764 -0.286
C -2.9467 -1.5232 -0.8894 0.005
C -1.2071 -3.4331 -0.9402 0.047
C 0.0590 -3.5909 -0.3976 -0.236
C 0.9877 -4.7479 -0.5107 0.008
H 4.4982 2.3317 -0.3367 0.092
H 3.4388 2.5743 1.0547 0.096
H 2.7499 2.4111 -0.5631 0.048
H 5.5163 -0.1921 -0.0084 0.127
H 5.5923 -2.8599 0.5122 0.091
H 4.1263 -3.5972 -0.1355 0.087
H 4.3167 -3.4046 1.6066 0.087
H 1.8979 -3.3004 1.7319 0.117
H -1.0561 1.9889 2.7254 0.052
H -0.4415 2.1078 4.3716 0.095
H -1.9590 1.2732 4.0690 0.094
H -0.0837 -0.6703 5.5500 0.124
H 1.1920 -3.0473 5.4939 0.089
H 2.4308 -3.0761 4.2371 0.089
H 0.8996 -3.9133 3.9827 0.092
H -3.0654 -0.5774 -0.3730 0.066
H -3.7563 -2.1897 -0.5925 0.098
H -3.0403 -1.3550 -1.9630 0.083
H -1.7511 -4.1526 -1.5283 0.132
H 0.4737 -5.5892 -0.9690 0.092
H 1.3661 -5.0566 0.4628 0.082
H 1.8411 -4.4876 -1.1390 0.094
F -3.5577 1.7413 -5.5143 0.153
C -2.5066 1.4342 -4.7695 -0.127
C -1.7318 2.4394 -4.2116 -0.144
F -2.0468 3.7141 -4.4193 0.137
C -0.6451 2.1023 -3.4263 -0.258
F 0.0559 3.0926 -2.8633 0.094
C -0.2976 0.7832 -3.1821 -0.448
Se 1.2134 0.3712 -2.0758 0.869
C -1.0767 -0.1997 -3.7627 -0.257
F -0.7918 -1.4888 -3.5642 0.088
C -2.1776 0.1085 -4.5433 -0.140
F -2.9193 -0.8618 -5.0698 0.139
Br -5.3613 4.6704 -2.3993 0.803
C -3.8053 4.6309 -1.3439 -0.658
C -3.3124 5.8075 -0.7819 -0.142
N -2.2165 5.8507 -0.0318 0.101
C -1.5610 4.7183 0.1832 -0.051
C -1.9824 3.4997 -0.3409 -0.119
C -3.1363 3.4496 -1.1196 -0.041
C -1.2212 2.2835 -0.1042 -0.549
O -0.1332 2.2686 0.5979 -0.142
O -1.5578 1.1495 -0.5610 -0.115
H -3.8301 6.7447 -0.9488 0.114
H -0.6637 4.7737 0.7879 0.130
H -3.4837 2.5127 -1.5349 0.124

2.
69
Properties=species:S:1:pos:R:3:lowdin_charge:R:1 method="wB97M-V/def2-TZVPD" multiplicity=1 orbital_gap_ev=7.3 homo_energy_ha=-0.5019 total_charge=+2 e_above_lowest_kcal_mol=11.1
Co 0.4617 -0.3606 -0.6429 0.563
C 1.7435 -1.8920 2.9675 0.000
C 1.1027 -1.9888 1.7441 -0.096
N 1.0303 -0.7852 1.1611 -0.010
N 1.6131 0.0908 1.9931 0.054
C 2.0495 -0.5535 3.0849 -0.010
B 1.5525 1.6409 1.9057 -0.682
N 0.2061 2.1183 2.4049 0.016
C -0.1560 3.1441 3.2043 -0.050
C -1.5258 3.1486 3.3046 -0.032
C -1.9304 2.0736 2.5042 -0.132
N -0.8907 1.4596 1.9581 0.024
N 1.6618 2.0768 0.4145 0.029
C 2.0878 3.2877 0.0357 -0.023
C 1.6472 3.5357 -1.2485 0.003
C 0.9330 2.4002 -1.5913 -0.090
N 0.9531 1.5148 -0.5815 -0.023
N 2.7730 2.1657 2.6217 -0.037
C 3.0200 2.7654 3.8119 -0.079
C 4.3784 2.8752 3.9645 -0.038
C 4.9066 2.2966 2.7966 -0.133
N 3.9495 1.8681 2.0031 0.068
H 1.9580 -2.6814 3.6620 0.115
H 0.7289 -2.8739 1.2654 0.106
H 2.5560 -0.0149 3.8657 0.141
H 0.5597 3.8313 3.6163 0.116
H -2.1373 3.8325 3.8611 0.106
H -2.9295 1.7266 2.3116 0.105
H 2.6645 3.8934 0.7114 0.143
H 1.8052 4.4165 -1.8412 0.116
H 0.4218 2.1906 -2.5109 0.108
H 2.2360 3.0379 4.4955 0.113
H 4.9084 3.3045 4.7935 0.104
H 5.9372 2.1763 2.5136 0.109
N -0.4844 -4.2817 -1.3938 0.083
C -0.9404 -3.1356 -0.8866 -0.063
N 0.0282 -2.2392 -0.9639 0.050
C 1.0709 -2.9208 -1.5300 -0.268
N 0.7847 -4.1661 -1.8028 0.184
C 2.3411 -2.2129 -1.6387 -0.154
C 3.5402 -2.7511 -2.0779 -0.015
N 4.6628 -2.0472 -2.0414 0.138
C 4.6005 -0.8244 -1.5500 -0.043
C 3.4028 -0.2487 -1.1169 -0.016
N 2.2730 -0.9458 -1.1872 0.060
H -0.9641 -5.1674 -1.4851 0.187
H -1.9299 -3.0002 -0.4885 0.155
H 3.5884 -3.7643 -2.4536 0.138
H 5.5231 -0.2628 -1.4860 0.133
H 3.3726 0.7485 -0.7010 0.113
N -1.3921 0.1218 -0.2052 0.073
C -2.2381 -0.0657 -1.3585 -0.202
C -3.6009 -0.1447 -1.3338 0.021
C -4.3123 -0.2526 -2.5505 -0.026
C -3.6610 -0.2510 -3.7523 0.011
C -2.2466 -0.1815 -3.8020 -0.123
C -1.4828 -0.1624 -4.9909 0.049
C -0.1170 -0.0975 -4.9111 0.003
C 0.5040 -0.0934 -3.6532 -0.080
N -0.1743 -0.1278 -2.5285 0.034
C -1.5402 -0.1261 -2.5869 -0.146
H -1.2854 1.1096 0.0529 0.096
H -1.7489 -0.2966 0.6533 0.124
H -4.1412 -0.0925 -0.3976 0.130
H -5.3907 -0.3106 -2.5197 0.125
H -4.2158 -0.3018 -4.6791 0.132
H -1.9819 -0.1898 -5.9498 0.139
H 0.4991 -0.0636 -5.7960 0.126
H 1.5849 -0.0606 -3.5835 0.130

3.
65
Properties=species:S:1:pos:R:3:lowdin_charge:R:1 method="wB97M-V/def2-TZVPD" multiplicity=1 orbital_gap_ev="5.7 / 5.5" homo_energy_ha="-0.5097 / -0.5045" total_charge=+2 e_above_lowest_kcal_mol=0.0
Ru 0.7468 -0.0097 0.0198 1.050
Cl -2.7789 -0.2817 -5.7663 0.791
C -2.3398 -0.1792 -4.1270 -0.653
C -1.0137 -0.2248 -3.7869 -0.020
C -0.6511 -0.1421 -2.4306 -0.194
N 0.6170 -0.1445 -1.9268 -0.024
C 1.8096 -0.2629 -2.6718 -0.375
O 1.8763 -0.4359 -3.8567 0.160
C 3.0238 -0.1562 -1.7839 -0.186
C 4.2778 -0.2028 -2.3571 0.044
C 5.3918 -0.1117 -1.5335 0.006
C 5.2044 0.0165 -0.1685 -0.004
C 3.9131 0.0546 0.3323 -0.100
N 2.8361 -0.0195 -0.4524 -0.077
C -1.6869 -0.0177 -1.4113 -0.221
C -3.0482 0.0317 -1.7993 -0.024
C -3.3654 -0.0480 -3.1230 -0.658
Cl -5.0023 0.0044 -3.5944 0.783
N -1.2037 0.0646 -0.1578 -0.005
C -1.9684 0.2450 1.0177 -0.365
O -3.1676 0.2670 1.0688 0.154
C -1.0857 0.3967 2.2263 -0.176
C -1.6725 0.6153 3.4559 0.041
C -0.8548 0.7570 4.5684 0.000
C 0.5170 0.6715 4.4046 -0.009
C 1.0299 0.4499 3.1374 -0.098
N 0.2532 0.3186 2.0617 -0.041
H -0.2581 -0.3208 -4.5494 0.114
H 4.3590 -0.3141 -3.4296 0.138
H 6.3884 -0.1434 -1.9525 0.132
H 6.0416 0.0823 0.5118 0.127
H 3.7292 0.1369 1.3949 0.107
H -3.8218 0.1302 -1.0561 0.113
H -2.7504 0.6718 3.5190 0.137
H -1.2834 0.9307 5.5461 0.130
H 1.1922 0.7724 5.2425 0.125
H 2.0958 0.3710 2.9742 0.105
N 1.0127 2.2035 -0.1583 0.036
C -0.0182 3.1570 0.2142 -0.297
C -1.1712 3.2707 -0.5472 -0.041
C -2.1519 4.1730 -0.1631 -0.049
C -1.9819 4.9502 0.9748 -0.057
C -0.8226 4.8307 1.7244 -0.055
C 0.1686 3.9356 1.3430 -0.036
H 1.9053 2.4294 0.2759 0.106
H 1.2083 2.2543 -1.1571 0.108
H -1.3006 2.6799 -1.4427 0.107
H -3.0500 4.2714 -0.7583 0.118
H -2.7458 5.6571 1.2677 0.117
H -0.6802 5.4394 2.6071 0.117
H 1.0768 3.8453 1.9295 0.116
C 0.6061 -4.8090 2.0270 -0.067
N -0.2839 -4.4466 0.9226 -0.013
C -0.1739 -3.3611 0.1721 -0.717
S 1.1895 -2.3089 0.4098 0.734
N -1.0693 -3.1486 -0.7850 -0.020
C -2.1900 -4.0310 -1.0818 -0.030
H 0.2362 -5.7379 2.4501 0.099
H 0.5965 -4.0349 2.7910 0.083
H 1.6230 -4.9599 1.6717 0.086
H -1.0096 -5.1064 0.6881 0.134
H -0.8672 -2.3923 -1.4157 0.093
H -2.8452 -4.1283 -0.2148 0.103
H -1.8452 -5.0163 -1.4022 0.103
H -2.7668 -3.5896 -1.8892 0.096

4.
62
Properties=species:S:1:pos:R:3:lowdin_charge:R:1 method="wB97M-V/def2-TZVPD" multiplicity=1 orbital_gap_ev=8.2 homo_energy_ha=-0.3211 total_charge=0 e_above_lowest_kcal_mol=11.9
Ti 0.0683 0.0031 -0.2171 0.783
C 5.8709 0.0997 -0.1977 -0.085
C 4.4073 -0.1308 0.1914 -0.598
C 4.0973 0.6482 1.4781 -0.081
C 4.1667 -1.6277 0.4400 -0.080
Si 3.2303 0.4056 -1.2053 0.616
O 1.6975 0.2207 -0.6074 -0.335
C 3.3206 2.2217 -1.6828 -0.199
C 3.0032 3.1876 -0.7235 -0.094
C 3.0428 4.5385 -1.0308 -0.078
C 3.3808 4.9470 -2.3134 -0.080
C 3.6736 4.0022 -3.2848 -0.082
C 3.6511 2.6517 -2.9680 -0.084
C 3.3328 -0.7878 -2.6680 -0.204
C 2.4111 -1.8379 -2.7242 -0.108
C 2.3743 -2.7121 -3.7992 -0.072
C 3.2744 -2.5601 -4.8439 -0.082
C 4.2331 -1.5602 -4.7814 -0.083
C 4.2636 -0.6869 -3.7042 -0.103
H 6.5273 -0.2506 0.6041 0.086
H 6.0705 1.1615 -0.3621 0.080
H 6.1299 -0.4452 -1.1096 0.076
H 4.6800 0.2381 2.3078 0.089
H 3.0394 0.5760 1.7381 0.061
H 4.3611 1.7027 1.3717 0.074
H 4.7897 -1.9737 1.2697 0.089
H 4.4178 -2.2205 -0.4421 0.080
H 3.1228 -1.8223 0.6995 0.076
H 2.6982 2.8725 0.2685 0.098
H 2.8098 5.2726 -0.2705 0.102
H 3.4121 6.0013 -2.5581 0.103
H 3.9291 4.3190 -4.2884 0.102
H 3.8766 1.9203 -3.7357 0.083
H 1.7417 -1.9959 -1.8923 0.080
H 1.6465 -3.5144 -3.8191 0.109
H 3.2374 -3.2254 -5.6968 0.103
H 4.9639 -1.4595 -5.5744 0.104
H 5.0273 0.0828 -3.6658 0.098
C -0.4360 1.9160 -0.5349 -0.135
C -0.4992 3.1298 -0.4765 -0.078
C -0.5402 4.5520 -0.3388 -0.257
C -0.9670 5.3918 -1.3663 -0.031
C -0.9727 6.7643 -1.1761 -0.082
C -0.5658 7.3105 0.0324 -0.089
C -0.1397 6.4792 1.0601 -0.084
C -0.1184 5.1083 0.8745 -0.045
H -1.2807 4.9652 -2.3094 0.117
H -1.3033 7.4152 -1.9754 0.103
H -0.5804 8.3835 0.1731 0.101
H 0.1797 6.9001 2.0049 0.103
H 0.2284 4.4456 1.6567 0.115
Cl -3.3026 -1.9057 -2.8442 0.697
C -2.0267 -1.3150 -1.8380 -1.425
Cl -0.8196 -0.3668 -2.7716 0.728
Cl -2.6275 -0.2312 -0.5538 0.743
C -1.1910 -2.4267 -1.0759 -0.732
O -1.4192 -3.5846 -1.2609 0.123
O -0.3301 -1.8418 -0.3178 -0.186
F -1.1673 -0.1070 2.0993 -0.067
C 0.1710 0.1862 1.8156 -0.344
F 0.8408 -1.0183 2.0331 -0.040
H 0.5078 0.8804 2.5828 0.117

Number 1: DFT total energy -7144.29149 Ha. Number 2: DFT total energy -3272.53704 Ha. Number 3: DFT total energy -2990.73752 Ha. Number 4: DFT total energy -3988.92277 Ha.